Version P
12
Properties=species:S:1:pos:R:3 method="wB97M-V/def2-TZVPD" smiles="O=C(CF)NSC=S" lumo_ev=-0.46 mol_weight_g_mol=153.2 spin_multiplicity=1
O 1.89498 -0.28965 -1.54760
C 1.13960 -0.01080 -0.65201
C 1.41114 -0.52282 0.76158
F 0.32935 -1.12093 1.36527
N 0.09877 0.85894 -0.84796
S -1.03689 1.38799 0.28902
C -2.31638 0.18657 0.18374
S -2.36459 -1.12554 -0.75628
H 1.77456 0.28889 1.40332
H 2.19380 -1.27666 0.69628
H -0.01973 1.14884 -1.79684
H -3.10462 0.47516 0.90146

=====

Version Q
12
Properties=species:S:1:pos:R:3 method="wB97M-V/def2-TZVPD" lumo_ev=-0.91 mol_weight_g_mol=153.2 spin_multiplicity=1
O 0.77760 -1.93180 0.68307
C 0.03681 -1.36926 -0.32059
S -0.19502 -2.30147 -1.70292
C -0.16066 0.24061 -0.17882
C -1.46977 0.99308 -0.50642
F -1.43957 1.70577 -1.76747
N 0.78505 0.84737 0.37465
S 2.47549 0.19537 0.83306
H 0.31724 -1.50928 1.67279
H -2.14884 0.02720 -0.44951
H -1.71229 1.45736 0.52914
H 2.73396 1.64505 0.83303

=====

Name the most stable of them. version P.

=====

Version P
5
Properties=species:S:1:pos:R:3 method="wB97M-V/def2-TZVPD" smiles=OP lumo_ev=0.69 mol_weight_g_mol=50.0 spin_multiplicity=1
O 0.71654 -0.47993 -0.35963
P -0.14046 0.37813 0.72561
H 1.22482 -1.35291 -0.31500
H -0.33922 1.46635 -0.25826
H -1.46169 -0.01164 0.20729

=====

Version Q
5
Properties=species:S:1:pos:R:3 method="wB97M-V/def2-TZVPD" smiles=OP lumo_ev=0.34 mol_weight_g_mol=50.0 spin_multiplicity=1
O -1.16586 0.01078 -0.00322
P 0.75672 0.21196 -0.15505
H -1.59469 0.59944 -0.67468
H 1.03361 0.26760 1.33269
H 0.97022 -1.08977 -0.49974

=====

Name the most stable of them. version P.

=====

Version P
22
Properties=species:S:1:pos:R:3 method="wB97M-V/def2-TZVPD" lumo_ev=0.94 mol_weight_g_mol=127.2 spin_multiplicity=1
H -3.57594 0.11587 0.61201
N -2.60546 0.21741 0.93592
C -1.80299 -0.55082 0.29615
C -2.22756 -1.48761 -0.79606
C -0.14994 -0.56786 0.67106
N 0.33792 -1.69006 1.04784
H -0.38646 -2.40344 1.15068
N 0.48073 0.57856 0.36847
C -0.11113 1.90342 0.38333
C 2.09220 0.51653 0.41329
C 2.61574 0.18305 -0.96663
H -2.46205 -2.46360 -0.36313
H -1.42362 -1.60652 -1.52676
H -3.11535 -1.10675 -1.31168
H 0.61673 2.67977 0.12990
H -0.91529 1.97435 -0.35487
H -0.51029 2.12961 1.37658
H 2.44838 1.49610 0.74308
H 2.42875 -0.20985 1.15722
H 2.27818 0.91994 -1.70290
H 3.71191 0.17812 -0.97519
H 2.27553 -0.80623 -1.28830

=====

Version Q
22
Properties=species:S:1:pos:R:3 method="wB97M-V/def2-TZVPD" lumo_ev="0.76 / 0.76" mol_weight_g_mol=127.2 spin_multiplicity=1
C -0.06272 1.04216 0.17770
C 0.27732 2.17348 1.08989
C 1.16339 -0.24885 -2.40445
N 0.80317 0.02882 0.02390
C 0.72466 -0.84471 -1.09400
N -1.11730 1.19243 -0.65523
C -1.26653 -1.19451 2.58974
C 0.35850 -2.11962 -0.94774
N -0.37229 -0.45243 2.13296
H 0.73070 -0.49266 1.05811
H -1.81896 1.87030 -0.40846
H -1.44918 0.37203 -1.14242
H -0.61014 2.54642 1.59921
H 0.73013 2.98327 0.50453
H 0.98910 1.83928 1.83835
H 2.21775 0.03200 -2.34911
H 0.60071 0.65664 -2.64244
H 1.02654 -0.95468 -3.22294
H -1.10165 -2.24477 2.90410
H -2.31709 -0.86284 2.70506
H 0.08272 -2.51169 0.02144
H 0.41116 -2.81010 -1.77820

=====

Version R
22
Properties=species:S:1:pos:R:3 method="wB97M-V/def2-TZVPD" smiles=CN[C@H]1[C@H]2NCC[C@@]21N lumo_ev=0.98 mol_weight_g_mol=127.2 spin_multiplicity=1
C -2.33001 1.24127 -1.61265
N -1.01277 0.80497 -1.68190
C -0.25791 1.08684 -0.47884
C -0.30746 0.18731 0.72088
N -0.55618 -1.17939 1.21309
C 0.84547 -1.30008 1.77407
C 1.86589 -0.10963 1.20735
C 1.00389 0.26037 0.02607
N 1.03346 -0.94269 -0.81601
H -2.92333 0.99379 -2.53018
H -2.83286 0.73551 -0.76721
H -2.40671 2.32597 -1.51268
H -0.54109 1.13882 -2.50651
H -0.27758 2.19089 -0.22108
H -0.37057 0.71274 1.68061
H -0.56209 -1.87611 0.44809
H 1.16799 -2.29701 1.50547
H 0.89031 -1.20207 2.86090
H 2.92568 -0.41152 1.03026
H 1.84013 0.65841 1.97705
H 1.80863 -0.96103 -1.48332
H 0.11068 -0.98518 -1.30900

=====

Name the most stable of them. version P.

=====

Version P
8
Properties=species:S:1:pos:R:3 method="wB97M-V/def2-TZVPD" smiles=C#CBr.C#C lumo_ev=0.46 mol_weight_g_mol=131.0 spin_multiplicity=1
C 0.85692 1.74639 0.57094
C 1.63156 0.82291 0.29888
Br 2.95546 -0.31460 0.06532
H 0.78389 2.40822 1.44502
C -1.98603 -0.79368 -1.11669
C -1.77039 -1.26742 -0.03428
H -2.42968 -0.66041 -2.03589
H -0.91537 -1.12680 0.59545

=====

Version Q
8
Properties=species:S:1:pos:R:3 method="wB97M-V/def2-TZVPD" lumo_ev="-1.47 / -0.85" mol_weight_g_mol=131.0 spin_multiplicity=1
C 0.57844 0.16011 1.33228
C -0.03513 -1.04577 1.59018
C 0.83632 1.13338 0.65961
C -0.98050 -0.27340 -1.19915
Br -0.91805 -1.56925 0.19203
H 1.51634 2.01351 0.52701
H -0.16859 0.37467 -0.98821
H -0.82883 -0.79325 -2.11375

=====

Name the most stable of them. version P.

=====

Version P
24
Properties=species:S:1:pos:R:3 method="wB97M-V/def2-TZVPD" charge=+2 lumo_ev=-6.39 mol_weight_g_mol=120.2 spin_multiplicity=1
C 0.23296 1.38806 2.04807
C 0.02722 -0.37855 0.23964
C -0.51074 0.50810 1.07797
C 0.60879 2.09236 -1.23429
N -0.68290 -1.50343 -0.34553
N 1.02614 1.43622 -2.27044
N -0.22161 -3.83017 0.78686
N -0.55471 2.73076 -1.24404
H -0.25750 2.25876 2.30689
H 1.26145 1.63197 1.66792
H 0.28500 0.85887 2.90294
H 1.10588 -0.27982 0.10824
H -1.62751 0.44933 1.18385
H 1.35829 2.29195 -0.43083
H -1.55532 -0.98366 -0.60215
H -0.20195 -1.92664 -1.21281
H 0.47781 1.51251 -3.18232
H 2.04098 1.21900 -2.28891
H -0.83493 -4.56070 0.90039
H 0.33170 -3.69333 1.59967
H 0.47079 -4.01626 -0.01113
H -1.28120 2.66169 -2.15496
H -0.81262 3.03236 -0.35842
H -0.68601 -2.89940 0.51340

=====

Version Q
24
Properties=species:S:1:pos:R:3 method="wB97M-V/def2-TZVPD" smiles=CN([NH3+])C(C)(C)N[NH3+] charge=+2 lumo_ev=-7.33 mol_weight_g_mol=120.2 spin_multiplicity=1
C 0.81238 1.78625 -0.83591
N -0.12857 0.98791 -0.03858
N -1.50458 1.36197 -0.10769
C 0.03520 -0.56888 -0.06959
C -0.63008 -1.18335 -1.25185
C 1.49957 -1.12000 -0.20194
N -0.71939 -0.90933 1.19503
N -0.11329 -0.19388 2.28311
H 0.28359 2.10902 -1.71355
H 1.01486 2.69682 -0.26419
H 1.76997 1.28472 -1.15745
H -1.68410 1.71722 -1.07733
H -1.65318 2.18358 0.53695
H -1.99515 0.32783 0.13677
H -1.83704 -1.24807 -1.16598
H -0.48056 -0.75127 -2.19197
H -0.30224 -2.27536 -1.39774
H 2.31959 -0.67974 0.47144
H 1.77292 -1.02030 -1.27107
H 1.49872 -2.25656 0.04628
H -0.71764 -1.90660 1.26558
H 0.59479 -0.61677 2.86513
H 0.01701 0.71498 1.63501
H -0.90393 0.06409 2.93963

=====

Name the most stable of them. version P.